ORCA calculation (the ωB97M-V functional and the def2-TZVPD basis) on C19H20CoN6O5 as an isolated structure.

Properties
Highest occupied orbital energy (spin up / spin down) ... -8.94 / -9.03 eV
LUMO energy (spin up / spin down) ... -0.20 / -0.19 eV
Spin multiplicity ... 4
<S²> ... 3.76
Energy relative to the best compared isomer or geometry (same formula, charge and spin) ... 0.0 kcal/mol
Net charge ... 0

Geometry as XYZ:
```
51
Properties=species:S:1:pos:R:3:forces:R:3
Co -0.513 -0.419 0.093 0.017 -0.145 -0.071
O 0.208 2.973 -1.853 -0.046 0.132 -0.031
O 1.686 0.200 0.062 -0.095 0.059 -0.016
O -2.665 -3.761 -0.628 -0.014 -0.043 -0.029
O -2.077 -1.611 -0.372 0.031 -0.043 0.083
O -0.800 1.453 -0.583 -0.226 0.260 -0.065
N 0.050 -2.317 1.072 -0.067 0.006 -0.007
N 0.772 2.971 1.162 0.250 -0.125 0.164
N -0.968 0.339 2.033 -0.065 0.196 0.043
N 1.791 2.247 2.994 -0.047 -0.081 0.037
N -1.246 1.716 3.708 -0.051 -0.017 0.101
N -0.299 -0.568 -2.175 0.009 -0.139 0.127
C -2.254 0.790 3.803 0.064 -0.006 0.020
C 3.070 -3.196 3.808 -0.008 -0.071 0.001
C 2.023 3.529 1.162 -0.174 0.041 0.000
C -0.494 1.415 2.630 -0.049 -0.094 0.054
C -0.582 -4.630 1.027 0.030 -0.072 0.035
C 2.323 -4.215 3.292 0.006 0.035 0.008
C -2.068 -0.055 2.756 0.025 -0.122 -0.063
C 1.044 -2.614 1.966 0.011 -0.054 0.024
C -1.946 -2.873 -0.204 0.008 0.041 0.032
C 2.803 -1.863 3.431 -0.053 0.059 -0.051
C 0.098 0.745 -2.676 0.073 -0.034 -0.123
C 1.817 -1.572 2.530 0.045 -0.019 0.029
C 0.443 -4.963 1.857 -0.032 0.018 -0.025
C 2.806 -0.476 -0.501 0.011 0.004 0.028
C 1.282 -3.947 2.372 0.016 0.060 -0.005
C 0.695 2.193 2.272 -0.142 0.154 -0.153
C -0.748 -3.278 0.665 -0.017 0.092 -0.035
C -0.206 1.836 -1.654 0.246 -0.127 0.200
C 2.629 3.076 2.301 0.151 0.051 -0.028
H 2.338 4.202 0.385 0.031 -0.013 -0.049
H 3.375 -1.054 3.867 0.008 0.000 0.005
H 2.803 -1.486 -0.097 0.010 -0.003 -0.005
H 1.723 1.146 -0.130 0.099 -0.020 0.001
H -2.990 0.816 4.585 -0.018 -0.004 0.013
H -0.356 1.025 -3.629 -0.040 -0.039 -0.006
H -1.066 2.480 4.337 0.040 -0.019 -0.018
H 0.617 -5.990 2.154 -0.009 -0.010 -0.007
H 2.736 -0.524 -1.590 0.001 0.013 -0.018
H 1.610 -0.550 2.251 0.012 -0.019 0.000
H -2.641 -0.919 2.466 -0.042 0.015 -0.024
H 2.503 -5.242 3.586 0.010 -0.007 0.008
H 1.179 0.753 -2.830 -0.036 0.034 -0.037
H -1.292 -0.750 -2.289 0.012 0.037 -0.020
H 3.859 -3.406 4.518 0.009 0.002 0.009
H 0.196 -1.321 -2.636 0.008 0.043 -0.031
H 3.620 3.297 2.660 0.012 0.033 0.003
H 0.081 3.015 0.417 -0.023 -0.033 -0.098
H -1.283 -5.346 0.625 0.000 -0.007 0.000
H 3.734 0.019 -0.214 0.007 -0.020 -0.009
```
Positions in Å, forces in eV/Å.

---

ORCA calculation (the ωB97M-V functional and the def2-TZVPD basis) on one molecule with the formula C19H20F2N8O4S2.

Properties
Highest occupied orbital energy ... -9.04 eV
LUMO energy ... 0.01 eV
SMILES ... Cn1nnnc1SCC1=C(C(=O)O)N2C(=O)[C@@H](NC(=O)Cn3nc(C(F)F)cc3C3CC3)[C@@H]2SC1
Energy relative to the best compared isomer or geometry (same formula, charge and spin) ... 3.3 kcal/mol
Net charge ... 0

Geometry as XYZ:
```
55
Properties=species:S:1:pos:R:3:forces:R:3
S 0.903 -0.242 -3.667 -0.051 0.099 0.151
S 2.115 -4.033 -0.443 -0.258 -0.009 0.160
F -5.555 1.783 1.695 -0.125 0.227 0.160
F -4.418 -0.057 1.582 0.183 -0.388 0.209
O -2.087 -1.305 0.409 -0.024 0.361 0.353
O -3.015 0.344 -1.679 -0.275 -0.047 -0.157
O 1.108 2.893 -0.724 0.422 0.024 0.059
O -1.992 -3.387 -0.402 -0.072 -0.089 -0.009
N 4.494 -4.524 -3.374 0.555 -0.132 -0.943
N -1.583 3.268 1.117 -0.267 -0.076 0.547
N -2.694 2.804 0.547 -0.754 -0.120 -0.224
N 4.642 -4.613 -1.278 -1.531 0.384 -0.678
N 5.306 -4.747 -2.432 1.236 -0.295 0.312
N -0.752 -0.314 -1.580 0.207 -0.074 0.359
N -0.997 2.756 -1.604 -0.330 0.054 -0.368
N 3.282 -4.238 -2.923 -0.914 0.158 0.693
C 3.364 -4.292 -1.607 0.632 -0.162 -0.046
C -0.585 -1.668 -1.318 0.202 -0.363 -0.342
C 0.455 -2.342 -1.852 -0.500 0.251 0.292
C -0.180 3.039 3.143 0.148 0.024 -0.095
C 1.496 -1.673 -2.703 -0.086 0.553 -0.353
C -1.841 0.466 -1.861 -0.166 0.333 -0.108
C -1.627 -2.240 -0.414 -0.022 -0.403 0.084
C -0.217 4.241 4.053 0.056 0.180 0.045
C 0.686 -3.786 -1.578 0.156 -0.201 0.334
C -2.426 1.861 2.565 0.202 0.152 -0.103
C -4.475 1.215 1.096 -0.127 0.248 -0.830
C -3.220 1.951 1.414 0.331 0.218 0.088
C 5.231 -4.794 0.011 0.248 -0.045 0.447
C -0.066 3.187 -0.729 -0.199 0.468 0.236
C -0.699 4.097 0.342 0.350 -0.026 -0.375
C -1.363 2.713 2.333 -0.291 -0.284 0.290
C -0.932 1.577 -2.432 0.054 0.059 -0.317
C -0.219 2.862 4.631 0.020 -0.065 0.029
C 0.209 0.575 -2.192 0.688 -0.168 -0.307
H -1.111 1.823 -3.483 -0.008 -0.127 0.088
H 1.018 0.901 -1.538 -0.228 -0.073 -0.040
H -2.604 1.246 3.422 0.049 -0.123 0.227
H -1.134 4.809 4.097 -0.112 -0.033 -0.031
H 0.675 4.841 4.141 0.106 -0.025 0.002
H 6.261 -5.111 -0.138 -0.066 0.013 0.040
H -0.166 -4.244 -1.082 0.133 -0.022 -0.100
H 1.898 -2.378 -3.432 -0.007 0.052 0.128
H 5.208 -3.857 0.570 0.053 -0.044 -0.019
H 0.077 4.514 0.984 -0.094 -0.091 -0.105
H -1.271 4.899 -0.130 0.024 -0.037 0.119
H 2.324 -1.317 -2.083 0.041 -0.196 -0.015
H 0.761 2.836 2.642 0.042 0.015 0.116
H 0.673 2.507 5.122 0.089 0.000 -0.038
H -4.663 1.162 0.015 0.101 0.040 0.285
H 4.682 -5.553 0.569 0.067 -0.004 -0.028
H -1.959 2.992 -1.357 0.248 -0.054 0.012
H -2.827 -1.629 0.950 0.111 -0.124 -0.215
H 0.943 -4.326 -2.489 -0.124 -0.004 -0.001
H -1.134 2.503 5.074 -0.125 -0.012 -0.020
```
Positions in Å, forces in eV/Å.

---

ORCA calculation (the ωB97M-V functional and the def2-TZVPD basis) on an isolated ion of composition C19H20F3N2 and charge +1.

Properties
Highest occupied orbital energy ... -11.95 eV
LUMO energy ... -3.23 eV
SMILES ... CN1CC[N+](C)=C1C[C@H](c1cccc(F)c1)c1cc(F)cc(F)c1
Energy relative to the best compared isomer or geometry (same formula, charge and spin) ... 19.9 kcal/mol
Net charge ... +1

Geometry as XYZ:
```
44
Properties=species:S:1:pos:R:3:forces:R:3
F 0.436 3.182 -2.822 0.220 -0.893 0.041
F 0.998 -5.647 -1.363 -0.702 1.532 0.742
F 2.871 -0.633 -4.262 -1.384 0.692 0.949
N -1.153 2.067 1.751 0.489 -1.003 -0.685
N 1.013 2.043 1.647 -0.781 -1.019 -0.761
C 0.308 -0.269 -1.677 -0.039 0.241 0.537
C -1.045 -5.242 -0.264 -0.377 0.757 0.056
C 2.344 1.576 1.869 1.313 -0.231 0.088
C 1.193 -0.884 -2.569 0.240 0.377 -0.278
C 1.895 -0.049 -3.469 0.712 -0.923 -0.043
C 1.728 1.323 -3.553 -0.536 -0.154 0.007
C -0.484 -0.815 -0.472 -1.253 -1.599 -2.427
C -1.970 -4.296 0.214 0.316 -0.045 0.120
C -1.719 -2.926 0.109 -0.539 -0.236 -0.009
C 0.056 1.083 -1.805 -0.041 1.306 -0.274
C -0.136 -0.195 0.867 1.672 1.267 1.579
C -0.100 1.315 1.356 0.007 1.274 0.495
C 0.708 3.395 2.091 0.320 0.900 0.568
C 0.434 -3.337 -0.802 0.028 -1.039 -0.285
C -2.532 1.684 1.707 -1.260 -0.239 -0.589
C 0.115 -4.723 -0.821 0.470 -0.270 0.049
C 0.722 1.850 -2.744 0.298 0.447 0.062
C -0.798 3.460 2.024 -0.578 0.575 -0.188
C -0.542 -2.406 -0.426 0.162 0.470 0.938
H -2.713 0.723 2.209 0.161 0.261 -0.127
H 2.300 1.935 -4.244 -0.119 -0.131 0.111
H 2.602 1.553 2.944 -0.387 0.027 -0.294
H 2.497 0.578 1.475 0.003 -0.018 -0.112
H -1.550 -0.572 -0.715 0.740 -0.086 0.204
H 1.348 -1.961 -2.623 0.068 0.528 0.036
H -0.689 1.561 -1.153 0.345 -0.070 -0.450
H 1.172 4.158 1.440 -0.019 -0.529 0.199
H 3.075 2.248 1.402 -0.247 -0.154 -0.075
H -1.259 3.844 2.955 0.141 -0.460 -0.474
H -1.145 4.107 1.190 0.095 -0.444 0.422
H -2.474 -2.216 0.451 0.024 -0.278 -0.056
H 1.056 3.598 3.127 0.071 -0.469 -0.577
H -2.887 -4.633 0.702 0.259 0.087 -0.268
H -0.775 -0.638 1.615 -0.037 -0.495 0.384
H 1.454 -3.089 -1.065 -0.150 0.107 -0.147
H 0.908 -0.495 1.012 -0.296 -0.210 0.530
H -1.236 -6.318 -0.185 0.205 0.542 -0.204
H -2.883 1.609 0.659 -0.014 0.048 0.499
H -3.140 2.453 2.220 0.401 -0.444 -0.293
```
Positions in Å, forces in eV/Å.

---

ORCA calculation (the ωB97M-V functional and the def2-TZVPD basis) on one molecule with the formula C19H20F3N3O3S.

Properties
Highest occupied orbital energy ... -8.56 eV
LUMO energy ... -0.14 eV
SMILES ... COc1ccc(-c2cc(C(F)(F)F)nc(SCCC(=O)N3CCOCC3)n2)cc1
Energy relative to the best compared isomer or geometry (same formula, charge and spin) ... 0.0 kcal/mol
Net charge ... 0

Geometry as XYZ:
```
49
Properties=species:S:1:pos:R:3:forces:R:3
S -0.651 -0.033 -3.636 0.253 -0.251 -0.560
F -3.269 3.495 0.671 0.259 0.027 0.124
F -4.227 1.785 -0.211 0.105 -0.216 -0.075
F -3.750 3.500 -1.424 0.186 -0.045 -0.189
O -3.782 -2.862 0.165 -0.198 -0.003 0.037
O 0.721 -1.742 -0.123 0.362 -0.055 0.115
O 5.034 1.400 2.750 0.020 -0.071 -0.278
N 0.358 0.937 -1.409 0.247 0.160 0.149
N -1.408 -1.700 -0.828 -0.274 0.113 0.176
N -1.898 1.441 -1.879 -0.235 -0.001 -0.147
C 1.504 1.555 0.574 0.471 0.042 0.473
C 2.728 1.210 -0.010 -0.146 0.087 0.138
C 5.076 1.669 4.132 -0.003 0.049 0.233
C 0.300 1.570 -0.241 -0.805 0.124 -0.179
C -3.333 -3.142 -1.139 0.099 0.151 -0.324
C -2.706 -2.574 1.029 0.259 0.272 0.118
C 1.479 1.841 1.938 -0.055 -0.078 -0.462
C -0.083 -1.906 -1.022 0.112 -0.296 -0.269
C 2.631 1.796 2.698 0.376 0.002 0.305
C -2.518 -1.976 -1.715 -0.342 -0.481 -0.062
C -0.895 2.205 0.147 0.068 -0.113 -0.224
C 0.776 -1.112 -3.261 -0.378 0.214 -0.056
C 3.879 1.172 0.736 0.139 0.031 0.259
C -3.297 2.729 -0.433 -0.546 0.235 0.196
C 0.389 -2.320 -2.412 0.138 0.036 0.097
C 3.848 1.465 2.105 -0.265 0.006 -0.235
C -0.729 0.876 -2.151 -0.131 0.278 0.264
C -1.883 -1.392 0.510 -0.028 -0.153 0.376
C -1.951 2.111 -0.736 0.337 -0.044 0.116
H 1.294 -2.914 -2.256 -0.120 -0.026 0.056
H -3.148 -2.341 1.998 0.084 -0.028 -0.005
H -2.187 -2.209 -2.724 -0.038 0.050 0.093
H 1.508 -0.497 -2.742 0.075 -0.099 -0.134
H -0.342 -2.936 -2.933 0.036 -0.018 -0.014
H -0.987 2.753 1.068 -0.010 0.061 0.075
H 4.461 0.962 4.697 0.010 0.033 -0.026
H -3.149 -1.081 -1.759 0.057 -0.053 -0.094
H 2.753 0.983 -1.063 0.028 -0.047 -0.084
H 4.754 2.691 4.352 -0.004 -0.044 -0.013
H -1.018 -1.209 1.149 -0.135 0.017 -0.041
H 4.826 0.913 0.292 0.109 -0.027 -0.066
H -2.517 -0.500 0.464 0.025 -0.029 0.018
H -2.052 -3.455 1.126 -0.044 0.068 0.019
H 6.119 1.551 4.423 -0.093 0.020 0.022
H 0.548 2.079 2.431 -0.096 0.030 0.044
H 1.163 -1.431 -4.228 0.036 0.035 0.012
H -4.227 -3.318 -1.738 0.079 -0.031 -0.032
H 2.569 2.012 3.752 0.032 0.010 0.087
H -2.710 -4.052 -1.134 -0.057 0.056 -0.033
```
Positions in Å, forces in eV/Å.

---

Record-wise max |F| values, in eV/A: 0.351, 1.718, 3.165, 0.834